69
Properties=species:S:1:pos:R:3 method="wB97M-V/def2-TZVPD" multiplicity=1 charge=0 smiles="NB(O)[C@@]1(ON=O)OC(=O)O[C@]1(N)P(=O)(O)O.CCO.CCO.CCO.CCO.CCO" gap_ev=9.12 lumo_energy_ha=-0.0309
P -2.111 -0.797 1.081
O -1.711 1.404 -0.274
O 5.412 1.534 -0.509
O -1.345 -1.677 2.131
O -2.941 -1.747 0.127
O -3.970 0.470 -1.468
O -0.257 -4.685 -1.094
O -3.011 0.144 1.731
O 0.430 1.907 -0.286
O 2.598 -0.002 -0.579
O -1.122 3.536 0.301
O 5.175 5.992 -0.109
O -4.738 -4.759 0.667
O 0.130 1.135 1.818
O 1.433 2.572 2.729
N -0.976 -0.382 -1.379
N 1.404 1.472 2.401
N 1.597 -1.516 1.108
C -0.473 -4.376 -2.471
C 5.493 6.918 0.929
C -5.278 1.011 -1.646
C 5.713 2.472 0.524
C -0.995 0.199 -0.054
C 0.363 0.689 0.481
C -3.719 -5.747 0.705
C 4.750 6.591 2.212
C -0.840 2.432 -0.051
C 4.953 2.141 1.794
C -5.705 0.966 -3.102
C -2.790 -5.518 1.876
C -1.902 -4.673 -2.883
B 1.612 -0.324 0.317
H -2.600 -4.105 -2.267
H 3.670 6.630 2.053
H -5.952 0.418 -1.030
H -0.253 -3.316 -2.595
H 4.467 1.574 -0.680
H -2.326 -4.533 1.786
H 2.121 -1.439 1.968
H 0.235 -4.945 -3.083
H -0.436 -5.620 -0.970
H 5.469 3.480 0.180
H -2.131 -5.732 -2.742
H -5.690 -0.061 -3.470
H 1.888 -2.324 0.577
H 5.198 1.134 2.133
H -1.209 -1.112 2.898
H -0.492 0.254 -2.001
H -4.308 -3.900 0.591
H -2.000 -6.271 1.915
H 6.787 2.422 0.699
H -5.018 1.545 -3.724
H 5.190 2.847 2.592
H 5.008 7.293 3.006
H -6.710 1.369 -3.228
H 3.878 2.172 1.613
H -3.157 -5.715 -0.237
H 2.170 0.228 -1.410
H 4.229 6.043 -0.265
H -5.289 2.040 -1.273
H 6.569 6.859 1.084
H -3.281 -1.177 -0.589
H -4.210 -6.716 0.778
H -2.071 -4.419 -3.931
H -3.356 0.989 -1.990
H -0.477 -1.267 -1.375
H 5.249 7.931 0.593
H 4.993 5.581 2.544
H -3.335 -5.538 2.820